1.
Formula: C5H7NO
Source: the Open Molecules 2025 dataset
Level of theory: wB97M-V/def2-TZVPD

Each line ends with the Löwdin charge.
Cartesian coordinates (Å):
H1 1.843 1.885 0.102  0.1439
H2 1.714 -0.365 1.584  0.0966
C1 1.691 0.836 -0.334  -0.1322
C2 -0.457 0.471 -0.957  -0.3924
H3 2.535 0.339 -0.780  0.1097
N1 -1.510 0.530 -1.629  0.1438
C3 -0.228 -0.386 0.534  -0.1655
O1 0.699 0.968 -1.373  -0.0239
H4 -1.841 -1.110 0.153  0.0688
C4 1.063 -0.090 0.779  -0.0215
H5 -1.508 1.127 -2.425  0.0449
H6 -1.020 -2.291 1.193  0.0957
H7 -1.661 -0.700 2.021  0.0807
C5 -1.322 -1.216 1.132  -0.0488

As for the SMILES: [H]/N=C1\OCC=C1C. The total energy is -8833.9276 eV. The value obtained for the relative energy (zero: lowest compared OMol25 entry of this formula, charge and spin) is 52.5 kcal per mole. Its HOMO-LUMO gap is 10.388 eV. As for the net charge: 0. Its LUMO energy is 0.96 eV.



2.
Formula: C5H7NO
Source: the Open Molecules 2025 dataset
Level of theory: wB97M-V/def2-TZVPD

Each line ends with the Löwdin charge.
Cartesian coordinates (Å):
N1 0.000 -0.361 -1.798  0.0885
H1 -1.347 1.358 0.143  0.1399
H2 0.886 1.165 2.163  0.0791
H3 1.978 -0.528 -0.944  0.1233
H4 0.204 -0.508 -2.773  0.1479
H5 0.487 -0.527 2.465  0.0795
O1 -2.308 -0.298 -1.967  0.0601
C1 -1.111 0.282 0.119  -0.0428
C2 0.353 0.044 0.404  -0.2927
H6 2.040 -0.111 1.722  0.0771
C3 0.978 0.150 1.756  -0.0613
C4 0.938 -0.287 -0.751  -0.0646
H7 -1.814 -0.215 0.794  0.1314
C5 -1.284 -0.165 -1.333  -0.4653

As for the SMILES: CC1=CNC(=O)C1. The total energy is -8836.1569 eV. The value obtained for the relative energy (zero: lowest compared OMol25 entry of this formula, charge and spin) is 1.1 kcal per mole. Its HOMO-LUMO gap is 9.226 eV. As for the net charge: 0. Its LUMO energy is 0.84 eV.



3.
Formula: C5H7NO
Source: the Open Molecules 2025 dataset
Level of theory: wB97M-V/def2-TZVPD

Each line ends with the Löwdin charge.
Cartesian coordinates (Å):
O1 0.144 0.535 -1.465  0.0299
C1 0.145 -0.734 -0.750  -0.2290
H1 -0.108 -1.552 -1.427  0.1481
C2 1.275 -0.866 0.268  -0.1058
H2 -1.736 -0.542 0.668  0.1435
C3 -0.795 -0.122 0.318  -0.1277
H3 -1.457 2.444 -1.724  0.0622
H4 0.771 0.921 1.546  0.1136
H5 2.244 -0.451 -0.015  0.1128
C4 -0.874 1.013 -0.660  -0.4275
H6 1.400 -1.914 0.559  0.1131
N1 -1.659 1.975 -0.840  0.1652
H7 0.234 -0.625 2.226  0.1054
C5 0.417 -0.082 1.296  -0.1036

The total energy is -8834.3465 eV. The value obtained for the relative energy (zero: lowest compared OMol25 entry of this formula, charge and spin) is 42.8 kcal per mole. Its HOMO-LUMO gap is 10.968 eV. As for the net charge: 0. Its LUMO energy is 1.00 eV.



4.
Formula: C5H7NO
Source: the Open Molecules 2025 dataset
Level of theory: wB97M-V/def2-TZVPD

Each line ends with the Löwdin charge.
Cartesian coordinates (Å):
H1 -0.802 -1.986 -0.682  0.1229
H2 -1.908 0.781 -0.949  0.0873
H3 0.849 -1.453 -1.340  0.1125
H4 0.666 2.001 0.374  0.1244
H5 -1.743 1.451 0.675  0.0768
H6 2.725 1.385 -0.344  0.0559
C1 -1.630 0.534 0.085  -0.0369
C2 0.895 0.998 -0.017  -0.1835
H7 -2.363 -0.190 0.452  0.0820
C3 -0.205 -0.001 0.107  -0.3583
C4 0.418 -1.190 0.833  -0.3329
C5 0.090 -1.372 -0.566  -0.0045
O1 0.968 -1.596 1.812  0.1384
N1 2.040 0.639 -0.438  0.1159

As for the SMILES: [H]/N=C/[C@@]1(C)CC1=O. The total energy is -8833.8307 eV. The value obtained for the relative energy (zero: lowest compared OMol25 entry of this formula, charge and spin) is 54.7 kcal per mole. Its HOMO-LUMO gap is 9.849 eV. As for the net charge: 0. Its LUMO energy is 0.78 eV.



5.
Formula: C5H7NO
Source: the Open Molecules 2025 dataset
Level of theory: wB97M-V/def2-TZVPD

Each line ends with the Löwdin charge.
Cartesian coordinates (Å):
H1 -0.827 1.428 -0.095  0.0694
C1 1.179 0.760 -0.906  -0.1324
O1 -1.509 -1.142 -0.442  -0.0502
C2 -0.229 -0.733 1.870  0.0128
C3 1.307 0.875 0.375  -0.1398
C4 -0.726 -1.076 -1.357  -0.1889
H2 0.391 2.782 -0.315  0.0746
H3 1.578 0.380 -1.831  0.0957
H4 0.150 -1.748 -1.440  0.0905
H5 -1.615 -2.092 2.779  0.0747
N1 -0.904 -1.455 2.496  0.1016
C5 0.226 1.706 -0.235  -0.1720
H6 1.838 0.668 1.286  0.0739
H7 -0.860 -0.354 -2.184  0.0901

The total energy is -8830.6438 eV. The value obtained for the relative energy (zero: lowest compared OMol25 entry of this formula, charge and spin) is 128.2 kcal per mole. Its HOMO-LUMO gap is 9.967 eV. As for the net charge: 0. Its LUMO energy is 0.91 eV.



6.
Formula: C5H7NO
Source: the Open Molecules 2025 dataset
Level of theory: wB97M-V/def2-TZVPD

Each line ends with the Löwdin charge.
Cartesian coordinates (Å):
H1 1.549 -0.676 -0.868  0.1450
C1 0.928 0.194 1.168  -0.1178
H2 1.972 0.451 1.361  0.1102
C2 0.015 1.380 0.766  -0.1266
O1 -1.435 -0.462 0.146  -0.0011
H3 0.592 2.246 0.428  0.1122
C3 0.727 -0.527 -0.173  -0.0948
H4 -1.716 -1.633 -1.884  0.0819
N1 -0.716 -1.464 -1.763  0.0727
C4 -0.495 0.565 -0.417  -0.1286
H5 -0.719 -0.146 -1.799  0.1808
H6 0.535 -0.378 2.011  0.1169
C5 -0.486 -1.244 -0.454  -0.4617
H7 -0.751 1.693 1.478  0.1109

The total energy is -8830.1959 eV. The value obtained for the relative energy (zero: lowest compared OMol25 entry of this formula, charge and spin) is 138.5 kcal per mole. Its HOMO-LUMO gap is 9.601 eV. As for the net charge: 0. Its LUMO energy is 0.49 eV.